{"formula": "C5H8N2O3", "method": "ωB97M-V with the def2-TZVPD basis set", "symbols": ["O", "O", "O", "N", "N", "C", "C", "C", "C", "C", "H", "H", "H", "H", "H", "H", "H", "H"], "positions_angstrom": [[1.53998, -1.80015, 1.79278], [0.92936, 2.26250, 1.87543], [1.41103, 1.33006, 3.77226], [0.85246, 1.34910, 2.69244], [0.83060, -0.30874, 0.10393], [1.00314, -0.84269, 1.31844], [1.31346, -1.00009, -1.05274], [-1.08333, 0.57768, 1.28607], [-0.29345, 0.60439, -0.05792], [-0.01849, 0.26226, 2.35377], [-0.26128, -0.18694, 3.30788], [-1.88450, -0.18428, 1.21201], [1.52818, -0.20614, -1.88161], [2.16873, -1.60536, -0.72820], [0.17284, 1.61557, -0.28579], [0.59253, -1.64307, -1.44774], [-1.53227, 1.67586, 1.54626], [-0.97398, 0.16689, -0.79699]], "nbo_charge": [-0.56, -0.42, -0.37, 0.51, -0.45, 0.75, -0.40, -0.43, -0.22, -0.22, 0.25, 0.24, 0.21, 0.24, 0.24, 0.19, 0.24, 0.20], "smiles": "CN1CC[C@H]([N+](=O)[O-])C1=O", "spin_multiplicity": 1, "de_lowest_kcal_mol": 91.64}

{"formula": "C5H8N2O3", "method": "ωB97M-V with the def2-TZVPD basis set", "symbols": ["O", "O", "O", "N", "N", "C", "C", "C", "C", "C", "H", "H", "H", "H", "H", "H", "H", "H"], "positions_angstrom": [[1.26585, 1.36376, 0.01380], [1.91113, -0.54161, 1.18468], [-2.03284, -1.67354, 0.00839], [-0.02888, 1.86900, -0.05267], [-0.67305, -1.61215, 0.01506], [1.95965, -0.63503, -1.12498], [-0.91457, 0.93398, -0.05125], [-0.26835, -0.37545, 0.00562], [-2.35912, 1.23772, -0.03711], [1.23603, -0.11126, 0.03153], [1.44074, -0.20528, 1.96685], [-2.22596, -2.62176, 0.06515], [2.03203, -1.72847, -1.10748], [-2.82581, 0.83121, -0.94662], [-2.79860, 0.77937, 0.86070], [3.01215, -0.35348, -1.06416], [-2.38965, 2.32747, -0.00063], [1.59366, -0.31575, -2.10841]], "nbo_charge": [-0.37, -0.68, -0.55, -0.05, -0.08, -0.65, 0.12, 0.08, -0.64, 0.45, 0.48, 0.48, 0.24, 0.24, 0.23, 0.24, 0.24, 0.23], "smiles": "CC1=NO[C@@](C)(O)/C1=N/O", "spin_multiplicity": 1, "de_lowest_kcal_mol": 81.52}

{"formula": "C5H8N2O3", "method": "ωB97M-V with the def2-TZVPD basis set", "symbols": ["O", "O", "O", "N", "N", "C", "C", "C", "C", "C", "H", "H", "H", "H", "H", "H", "H", "H"], "positions_angstrom": [[0.22408, 2.73829, -1.80305], [1.48278, 2.41767, 0.15583], [-1.64334, 0.53479, -1.15151], [-1.88859, 3.08854, 0.80500], [0.76155, -0.40983, 1.08903], [0.08023, -0.91405, -0.10740], [-0.79503, -0.10788, -0.67625], [-0.77972, 3.03390, 0.33013], [0.24438, 2.71653, -0.43250], [0.42929, -2.21493, -0.75174], [2.16798, 2.93093, -0.24346], [0.06192, 0.04407, 1.58682], [0.67997, -1.90126, -1.83239], [1.43513, -2.63982, -0.35945], [-2.26824, 3.87095, 1.15361], [-0.29282, -2.98298, -0.71057], [-0.63191, 2.41768, -2.15548], [1.47252, 0.28125, 0.78589]], "nbo_charge": [-0.69, -0.70, -0.50, -0.58, -0.79, -0.18, 0.67, 0.26, 0.36, -0.62, 0.49, 0.36, 0.22, 0.23, 0.36, 0.22, 0.51, 0.38], "smiles": "CC(N)=C=O.N=C=C(O)O", "spin_multiplicity": 1, "de_lowest_kcal_mol": 103.25}

{"formula": "C5H8N2O3", "method": "ωB97M-V with the def2-TZVPD basis set", "symbols": ["O", "O", "O", "N", "N", "C", "C", "C", "C", "C", "H", "H", "H", "H", "H", "H", "H", "H"], "positions_angstrom": [[-2.44843, 1.55271, 0.26370], [2.28752, 0.92498, 1.73315], [-1.52389, -0.66213, 1.93135], [-1.26345, -0.33906, -0.73052], [1.12036, -1.34056, 0.43881], [0.14426, -0.01366, -0.94812], [1.17496, 1.05755, 1.28347], [1.10232, -1.21700, -1.03638], [0.44896, -0.05078, 0.59060], [-1.06205, -0.20873, 0.90833], [0.70481, -2.09924, -1.55671], [2.06956, -0.93382, -1.47255], [-2.33724, 0.85307, -0.71332], [0.34654, 0.88789, -1.53354], [2.04432, -1.36446, 0.86066], [-1.69303, 2.01781, -0.16016], [0.63868, 2.02821, 1.34351], [-1.75420, -1.09278, -1.20228]], "nbo_charge": [-0.94, -0.50, -0.49, -0.75, -0.59, -0.06, 0.43, -0.22, -0.12, 0.79, 0.20, 0.20, 0.49, 0.21, 0.39, 0.44, 0.13, 0.41], "smiles": "O=C[C@]12NC[C@H]1NC2=O.O", "spin_multiplicity": 1, "de_lowest_kcal_mol": 109.05}

{"formula": "C5H8N2OS", "method": "ωB97M-V with the def2-TZVPD basis set", "symbols": ["S", "O", "N", "N", "C", "C", "C", "C", "C", "H", "H", "H", "H", "H", "H", "H", "H"], "positions_angstrom": [[0.06050, -2.60581, -0.89386], [-0.49397, -3.36499, 1.61062], [-0.04867, -1.15614, 1.19029], [0.57291, -0.30761, -2.27682], [-0.93412, 1.90882, 0.44246], [0.41642, 1.19000, 0.47978], [-0.21585, -2.45591, 0.87543], [0.36005, -0.87365, -1.03261], [0.27357, -0.26402, 0.16638], [-0.15987, -0.85165, 2.14587], [0.86362, 1.30075, 1.47056], [0.89480, -0.96566, -2.97127], [-0.80639, 2.96390, 0.67144], [-1.61741, 1.47719, 1.16980], [-1.37987, 1.81555, -0.54430], [1.12445, 0.53862, -2.25793], [1.08981, 1.65060, -0.24584]], "nbo_charge": [0.23, -0.60, -0.59, -0.82, -0.60, -0.42, 0.53, -0.01, 0.05, 0.42, 0.21, 0.38, 0.21, 0.21, 0.21, 0.38, 0.21], "smiles": "CCc1[nH]c(=O)sc1N", "spin_multiplicity": 1, "de_lowest_kcal_mol": 10.98}

{"formula": "C5H8N2S", "method": "ωB97M-V with the def2-TZVPD basis set", "symbols": ["S", "N", "N", "C", "C", "C", "C", "C", "H", "H", "H", "H", "H", "H", "H", "H"], "positions_angstrom": [[-3.23806, -0.12466, -0.01236], [-0.09286, 1.10655, 0.01625], [0.10464, -1.04202, 0.05905], [-0.76479, -0.03863, 0.09336], [-0.70773, 2.40458, 0.03412], [1.24681, 0.82694, -0.05775], [1.37080, -0.52486, -0.03396], [-0.25639, -2.43161, 0.07124], [-1.58705, 2.38483, -0.61026], [0.46098, -3.00335, 0.65966], [2.23996, -1.14593, -0.07069], [-0.28122, -2.82586, -0.94690], [-1.25285, -2.51866, 0.50299], [-0.00061, 3.15625, -0.31110], [1.99587, 1.58689, -0.10583], [-1.04062, 2.64833, 1.04570]], "nbo_charge": [-0.50, -0.39, -0.38, 0.41, -0.40, -0.06, -0.08, -0.40, 0.25, 0.21, 0.23, 0.21, 0.26, 0.21, 0.23, 0.22], "spin_multiplicity": 1, "de_lowest_kcal_mol": 68.65}

{"formula": "C5H8N2S", "method": "ωB97M-V with the def2-TZVPD basis set", "symbols": ["S", "N", "N", "C", "C", "C", "C", "C", "H", "H", "H", "H", "H", "H", "H", "H"], "positions_angstrom": [[-0.67356, -1.13921, -3.11275], [-0.44931, -0.60271, -0.35921], [-1.58744, -1.31452, 0.20430], [-0.16176, 0.78520, -0.05338], [1.39044, -0.20215, 1.92200], [0.46759, 0.83965, -1.44018], [0.56881, 0.76125, 1.28288], [-0.24260, -0.38915, -1.63363], [0.48162, 1.76020, 2.07269], [1.39607, -1.34693, 1.64987], [-1.06996, 1.57448, -0.07037], [1.81489, 0.43454, 2.83851], [1.63362, 0.76295, -1.70948], [-0.02828, 1.57598, -2.16003], [-2.28713, -1.30020, -0.42471], [-1.25301, -2.19937, 0.99349]], "nbo_charge": [-0.21, -0.26, -0.69, -0.11, -0.44, -0.49, -0.19, 0.18, 0.20, 0.23, 0.22, 0.24, 0.27, 0.26, 0.38, 0.42], "spin_multiplicity": 1, "de_lowest_kcal_mol": 144.76}

{"formula": "C5H8N2S", "method": "ωB97M-V with the def2-TZVPD basis set", "symbols": ["S", "N", "N", "C", "C", "C", "C", "C", "H", "H", "H", "H", "H", "H", "H", "H"], "positions_angstrom": [[-2.70060, -0.33537, -1.57400], [0.41604, -0.16364, -1.61892], [-0.33192, -0.23767, -0.38127], [0.17311, -1.15357, -2.40607], [-0.12999, 0.76900, 1.99786], [0.46979, 0.40281, 0.67759], [1.81128, 0.31531, 0.51628], [-1.72042, -0.14774, -0.30024], [2.17199, -0.03223, -0.45278], [0.54286, 1.17627, 2.77920], [-0.43010, -2.02350, -2.25597], [-2.06845, 0.43144, 0.56735], [0.74819, -1.33594, -3.24271], [2.61928, 0.77690, 1.10857], [-0.84469, 1.59922, 1.99393], [-0.72637, -0.04129, 2.59117]], "nbo_charge": [-0.08, -0.23, -0.30, -0.03, -0.68, 0.15, -0.41, -0.12, 0.22, 0.25, 0.18, 0.22, 0.18, 0.21, 0.22, 0.23], "smiles": "C=NN(C=S)C(=C)C", "spin_multiplicity": 1, "de_lowest_kcal_mol": 85.55}

{"formula": "C5H8N2S", "method": "ωB97M-V with the def2-TZVPD basis set", "symbols": ["S", "N", "N", "C", "C", "C", "C", "C", "H", "H", "H", "H", "H", "H", "H", "H"], "positions_angstrom": [[2.65231, -0.68287, 0.26191], [-1.65649, -0.85752, 0.35789], [1.07568, 2.61226, 0.28978], [0.54958, 1.59875, 0.04071], [0.05286, 0.27102, -0.12516], [-1.32695, 0.08786, -0.69984], [1.12069, -0.64592, -0.68880], [-0.58116, -0.31316, 1.19563], [-0.01346, -1.04259, 1.78505], [-1.39152, -0.30270, -1.71759], [-2.64716, -0.93761, 0.68512], [1.31439, -0.25872, -1.70597], [0.69812, -1.66351, -0.79289], [-1.85479, 1.04130, -0.71336], [-0.84348, 0.51360, 1.88357], [2.85136, 0.57982, -0.05603]], "nbo_charge": [0.00, -0.63, -0.32, 0.30, -0.22, -0.19, -0.51, -0.18, 0.20, 0.19, 0.38, 0.22, 0.25, 0.19, 0.19, 0.13], "smiles": "N#CC1(CS)CNC1", "spin_multiplicity": 1, "de_lowest_kcal_mol": 41.59}

{"formula": "C5H8N2S", "method": "ωB97M-V with the def2-TZVPD basis set", "symbols": ["S", "N", "N", "C", "C", "C", "C", "C", "H", "H", "H", "H", "H", "H", "H", "H"], "positions_angstrom": [[2.12638, -0.57843, -1.70421], [1.29918, 0.29987, -0.43400], [-0.11786, 0.99435, 1.11819], [0.72392, 2.02646, 0.78496], [-0.41212, -1.36433, 0.31566], [0.28352, -0.08680, 0.40667], [-1.52556, -1.29963, -0.88303], [1.60922, 1.57656, -0.10581], [0.35543, -2.16365, 0.13647], [0.57777, 3.00912, 1.20958], [-0.86852, 0.92273, 1.78712], [-2.01013, -0.27600, -0.82924], [-2.17196, -2.10223, -0.56299], [-1.12984, -1.65847, 1.21756], [-1.25603, -1.37422, -1.85338], [2.51661, 2.07465, -0.60357]], "nbo_charge": [-0.33, -0.40, -0.50, -0.10, -0.46, 0.37, -0.57, -0.05, 0.27, 0.23, 0.43, 0.19, 0.21, 0.22, 0.22, 0.26], "spin_multiplicity": 1, "de_lowest_kcal_mol": 39.31}

The records above yield HOMO-LUMO gap values of 10.192 9.395 8.690 10.033 8.138 7.710 8.823 8.664 10.131 7.595 eV, respectively.